1.
Molecular formula: C40H108N6O19
Method: DFT, wB97M-V/def2-TZVPD

Output
**E_HOMO (spin up / spin down)**: 0.50 / -6.25 eV
**<S²>**: 0.751
**Energy**: -91059.5786 eV
**Kohn-Sham gap (spin up / spin down)**: 0.0534 / 0.2999 hartree

Structure (ORCA input):
```
! wB97M-V def2-TZVPD RIJCOSX def2/J DEFGRID3
* xyz -1 2
C -1.97 6.64 -0.63
C -2.65 5.31 -0.26
C -1.73 4.23 0.32
O -0.81 3.73 -0.61
C 0.20 2.82 -0.01
N -3.66 5.66 0.65
H -1.21 6.88 0.12
H -2.66 7.49 -0.69
H -1.48 6.64 -1.60
H -3.01 4.81 -1.17
H -2.46 3.47 0.58
H -1.28 4.61 1.24
H 0.73 3.15 0.89
H 0.99 2.84 -0.76
H -0.37 1.92 0.24
H -3.30 6.41 1.22
H -4.28 6.23 0.09
C -4.37 1.22 7.97
C -2.90 1.40 7.73
C -2.46 2.87 7.92
O -1.00 2.95 7.92
C -0.55 2.60 6.65
N -2.27 0.51 8.67
H -4.63 0.16 8.03
H -5.06 1.74 7.31
H -4.79 1.68 8.86
H -2.63 1.03 6.74
H -2.96 3.21 8.83
H -2.84 3.48 7.11
H 0.27 3.30 6.49
H -1.08 2.83 5.73
H -0.29 1.55 6.72
H -1.30 0.78 8.53
H -2.48 0.78 9.62
C 4.60 1.73 -1.42
C 4.18 0.20 -1.13
C 4.11 -0.60 -2.48
O 3.56 -1.93 -2.29
C 3.27 -2.71 -3.39
N 5.11 -0.41 -0.18
H 4.51 2.37 -0.55
H 3.94 2.15 -2.18
H 5.55 1.87 -1.93
H 3.24 0.27 -0.58
H 5.08 -0.63 -2.98
H 3.36 -0.17 -3.14
H 2.19 -2.63 -3.54
H 3.52 -3.74 -3.14
H 3.63 -2.33 -4.35
H 4.91 0.06 0.69
H 6.00 -0.11 -0.55
C 5.21 -4.44 -0.34
C 3.71 -4.48 -0.21
O 3.42 -4.49 1.15
O 5.82 -3.35 0.32
H 5.66 -4.49 -1.33
H 5.72 -5.26 0.16
H 3.39 -5.41 -0.67
H 3.14 -3.71 -0.73
H 3.76 -3.68 1.54
H 5.49 -2.54 -0.06
C -3.67 0.29 -5.42
C -3.42 -0.21 -6.86
O -2.47 -1.17 -6.92
O -4.55 -0.60 -4.66
H -4.37 1.12 -5.53
H -2.70 0.51 -4.96
H -3.30 0.73 -7.40
H -4.31 -0.55 -7.39
H -1.65 -0.70 -6.74
H -4.08 -1.39 -4.40
C 1.36 -0.19 -5.64
C 1.09 1.27 -5.14
O 1.14 2.16 -6.29
O 0.32 -0.61 -6.53
H 1.56 -0.84 -4.79
H 2.30 -0.16 -6.21
H 1.87 1.53 -4.43
H 0.23 1.19 -4.48
H 1.46 3.02 -6.01
H 0.71 -1.40 -6.92
C 5.88 -2.46 5.13
C 5.38 -1.42 4.09
O 6.48 -1.22 3.22
O 6.43 -3.61 4.46
H 4.99 -2.69 5.71
H 6.67 -2.23 5.84
H 5.12 -0.46 4.54
H 4.45 -1.67 3.59
H 6.88 -2.08 3.37
H 6.09 -4.42 4.86
C 1.19 -3.92 5.26
C 1.19 -4.03 6.70
O 0.26 -3.19 7.32
O 1.88 -2.84 4.56
H 0.16 -3.71 4.98
H 1.59 -4.82 4.80
H 2.20 -3.94 7.09
H 0.86 -5.02 7.00
H -0.59 -3.62 7.17
H 1.61 -2.01 4.95
C 1.22 -4.26 -11.49
O 0.56 -3.45 -10.51
C 0.51 -4.16 -9.36
C 0.57 -3.07 -8.25
N 0.64 -3.69 -6.90
C -0.60 -3.91 -6.18
C -0.39 -4.63 -4.83
O -0.20 -6.00 -5.15
C -0.54 -6.94 -4.19
H 2.31 -4.26 -11.58
H 0.83 -4.08 -12.49
H 1.10 -5.34 -11.36
H 1.35 -4.82 -9.15
H -0.44 -4.68 -9.32
H -0.31 -2.44 -8.35
H 1.43 -2.40 -8.35
H 0.89 -4.64 -7.09
H -1.23 -4.48 -6.87
H -0.97 -2.90 -6.05
H -1.17 -4.36 -4.11
H 0.53 -4.31 -4.36
H -0.11 -6.65 -3.23
H -0.15 -7.87 -4.60
H -1.61 -7.10 -4.15
C -1.48 -1.41 -3.08
O -1.05 -2.47 -2.27
C -0.15 -2.13 -1.20
C -0.78 -1.41 -0.09
N 0.03 -0.67 0.82
C 1.27 -1.25 1.27
C 1.98 -0.25 2.15
O 1.14 0.09 3.23
C 1.48 1.37 3.82
H -0.78 -0.66 -3.43
H -2.36 -0.93 -2.66
H -1.83 -1.88 -4.01
H 0.71 -1.57 -1.56
H 0.38 -3.01 -0.84
H -1.22 -2.14 0.59
H -1.44 -0.58 -0.34
H -0.45 -0.19 1.57
H 1.96 -1.49 0.46
H 0.98 -2.16 1.80
H 2.09 0.63 1.51
H 2.97 -0.55 2.51
H 0.65 1.63 4.47
H 1.47 2.09 3.00
H 2.40 1.35 4.40
C -2.94 1.52 3.31
O -3.75 2.65 3.58
C -4.82 2.67 2.68
C -5.95 3.61 3.13
N -5.64 5.04 3.00
C -4.97 5.51 4.19
C -4.62 7.03 4.15
O -3.57 7.37 3.14
C -3.24 8.72 3.16
H -2.13 1.25 3.99
H -2.44 1.72 2.36
H -3.53 0.61 3.22
H -5.24 1.70 2.44
H -4.41 2.92 1.70
H -6.26 3.33 4.14
H -6.72 3.54 2.37
H -5.23 5.39 2.15
H -4.16 4.82 4.40
H -5.63 5.26 5.02
H -4.15 7.24 5.11
H -5.44 7.72 3.94
H -3.81 9.29 2.43
H -2.17 8.90 3.01
H -3.39 9.08 4.18
*
```


2.
Molecular formula: C9H9P
Method: DFT, wB97M-V/def2-TZVPD

Output
**E_HOMO**: -8.97 eV
**Relative energy (zero: lowest compared OMol25 entry of this formula, charge and spin)**: 43.5 kcal per mole
**Energy**: -18763.3724 eV
**Kohn-Sham gap**: 0.3305 hartree

Structure (ORCA input):
```
! wB97M-V def2-TZVPD RIJCOSX def2/J DEFGRID3
* xyz 0 1
C 0.28 1.13 -1.94
C 0.91 1.19 -0.54
C 0.08 0.02 0.28
C -1.10 0.27 0.89
C -1.75 -0.81 1.44
C -1.21 -2.11 1.42
C 0.06 -2.30 0.93
C 0.75 -1.19 0.39
C 1.67 2.60 -0.18
P 2.79 1.41 -0.44
H -0.60 1.87 -2.18
H 0.07 0.12 -2.27
H 1.05 1.63 -2.72
H -1.64 1.28 0.74
H -2.76 -0.60 1.62
H -1.80 -3.06 1.65
H 0.35 -3.34 0.74
H 1.59 -1.54 -0.09
H 1.26 3.43 0.28
*
```


3.
Molecular formula: C5H12N2O
Method: DFT, wB97M-V/def2-TZVPD

Output
**E_HOMO**: -8.68 eV
**Relative energy (zero: lowest compared OMol25 entry of this formula, charge and spin)**: 41.4 kcal per mole
**Energy**: -10406.6283 eV
**Kohn-Sham gap**: 0.3539 hartree

Structure (ORCA input):
```
! wB97M-V def2-TZVPD RIJCOSX def2/J DEFGRID3
* xyz 0 1
C 2.54 -1.25 0.96
N 1.15 -1.34 1.36
C 0.37 -0.13 1.17
C 0.19 0.21 -0.31
O 1.10 0.33 -1.10
N -1.15 0.26 -0.73
C -1.31 0.41 -2.15
C -2.02 1.18 0.02
H 3.07 -0.46 1.51
H 2.63 -0.98 -0.09
H 3.08 -2.19 1.06
H 1.03 -1.73 2.28
H -0.63 -0.37 1.52
H 0.75 0.75 1.70
H -0.60 -0.19 -2.72
H -2.21 -0.08 -2.54
H -1.28 1.42 -2.54
H -1.74 1.18 1.07
H -3.04 0.80 -0.07
H -1.94 2.19 -0.39
*
```


4.
Molecular formula: C24H36Cl5GeNO8V
Method: DFT, wB97M-V/def2-TZVPD

Output
**E_HOMO (spin up / spin down)**: -5.84 / -5.87 eV
**Relative energy (zero: lowest compared OMol25 entry of this formula, charge and spin)**: 1.9 kcal per mole
**<S²>**: 2.011
**Energy**: -188165.2864 eV
**Kohn-Sham gap (spin up / spin down)**: 0.3061 / 0.3076 hartree

Structure (ORCA input):
```
! wB97M-V def2-TZVPD RIJCOSX def2/J DEFGRID3
* xyz -1 3
V 0.06 -0.28 0.03
O 2.39 -0.74 3.19
C 1.79 -0.66 4.46
C 0.27 -0.64 4.43
N -0.29 0.23 3.42
C 0.22 1.58 3.34
C 0.80 1.99 1.98
O 1.17 3.14 1.83
O 0.88 1.06 1.09
C -1.72 0.07 3.28
C -2.23 -0.74 2.07
O -3.33 -1.24 2.13
O -1.44 -0.82 1.04
H 1.71 -0.75 2.51
H 2.09 -1.53 5.07
H 2.19 0.23 4.97
H -0.08 -1.65 4.21
H -0.08 -0.39 5.45
H -0.55 2.32 3.57
H 1.02 1.74 4.06
H -2.17 -0.39 4.16
H -2.19 1.05 3.17
C -0.58 -3.35 -1.52
C -0.88 -2.15 -2.40
C -2.39 -1.93 -2.45
C -0.31 -2.39 -3.80
O -0.25 -0.98 -1.86
Ge -0.51 0.77 -2.73
O 1.13 1.12 -1.96
C 1.82 2.36 -2.16
C 3.11 2.32 -1.35
C 2.16 2.51 -3.65
C 0.98 3.54 -1.69
O -1.34 1.16 -1.08
C -2.52 1.92 -0.82
C -2.28 2.73 0.45
C -3.71 0.97 -0.64
C -2.84 2.86 -1.98
H -1.07 -4.24 -1.93
H -0.97 -3.20 -0.51
H 0.49 -3.54 -1.46
H -2.90 -2.82 -2.83
H -2.64 -1.09 -3.10
H -2.76 -1.72 -1.45
H -0.73 -3.29 -4.23
H 0.78 -2.50 -3.74
H -0.54 -1.55 -4.46
H 3.80 1.57 -1.74
H 2.89 2.11 -0.31
H 3.61 3.29 -1.42
H 2.72 1.63 -3.99
H 2.77 3.40 -3.82
H 1.25 2.59 -4.25
H 0.74 3.43 -0.64
H 0.06 3.61 -2.28
H 1.53 4.47 -1.83
H -2.06 2.05 1.28
H -3.16 3.32 0.71
H -1.43 3.39 0.32
H -3.49 0.19 0.09
H -3.95 0.49 -1.59
H -4.59 1.52 -0.30
H -2.05 3.60 -2.12
H -3.77 3.40 -1.76
H -2.99 2.31 -2.90
Cl -0.57 -3.29 2.28
C 0.97 -3.17 1.48
C 1.30 -2.06 0.69
C 2.58 -2.12 0.14
Cl 3.10 -0.78 -0.81
C 3.47 -3.18 0.30
Cl 5.03 -3.16 -0.44
C 3.09 -4.26 1.08
Cl 4.16 -5.59 1.31
C 1.83 -4.25 1.68
Cl 1.38 -5.59 2.67
*
```


5.
Molecular formula: C10H12N3O
Method: DFT, wB97M-V/def2-TZVPD

Output
**E_HOMO (spin up / spin down)**: -1.54 / -4.08 eV
**Relative energy (zero: lowest compared OMol25 entry of this formula, charge and spin)**: 13.2 kcal per mole
**Energy**: -17077.3414 eV
**Kohn-Sham gap (spin up / spin down)**: 0.1869 / 0.2835 hartree

Structure (ORCA input):
```
! wB97M-V def2-TZVPD RIJCOSX def2/J DEFGRID3
* xyz -1 1
C -1.57 -2.14 -2.02
C -2.14 -1.77 -0.81
C -0.25 -1.74 -2.16
C -1.46 -1.23 0.22
C 0.41 -0.98 -1.26
C -0.16 -0.70 0.05
C 0.27 0.05 2.42
C 2.03 0.40 0.95
C 0.58 -0.07 1.07
C 2.15 1.66 0.00
N 1.36 0.58 3.11
N 2.31 0.73 2.32
N -0.96 1.77 -0.18
O -2.23 1.99 0.53
H -2.14 -2.47 -2.93
H -3.22 -2.07 -0.70
H 0.30 -1.94 -3.13
H -1.96 -0.85 1.02
H 1.49 -0.73 -1.36
H -2.12 2.77 1.07
H -0.70 0.08 3.05
H 2.65 -0.32 0.46
H 2.70 2.45 0.45
H 1.21 1.94 -0.23
H 2.76 1.37 -0.98
H -1.30 1.19 -0.95
*
```


6.
Molecular formula: C9H16N4
Method: DFT, wB97M-V/def2-TZVPD

Output
**E_HOMO**: -15.86 eV
**Relative energy (zero: lowest compared OMol25 entry of this formula, charge and spin)**: 45.9 kcal per mole
**Energy**: -15532.3671 eV
**Kohn-Sham gap**: 0.2942 hartree

Structure (ORCA input):
```
! wB97M-V def2-TZVPD RIJCOSX def2/J DEFGRID3
* xyz 2 1
C 0.61 -2.18 -1.03
C 0.70 -1.41 0.08
C 1.68 -3.36 0.60
C -2.36 2.30 -0.53
C -1.86 2.33 0.89
C 0.81 1.94 0.83
C -1.26 2.18 -1.62
C -0.64 1.45 1.20
C 0.11 0.89 0.10
N 1.50 -2.09 1.00
N 1.30 -3.44 -0.72
N 2.31 -4.21 1.37
N -0.44 0.89 -1.32
H 0.12 -2.07 -1.88
H -3.10 1.53 -0.70
H -2.88 3.24 -0.70
H -1.35 3.39 0.97
H -2.65 2.16 1.67
H 0.88 2.80 0.22
H 1.87 1.78 1.27
H -1.80 2.31 -2.59
H -0.49 3.01 -1.60
H -0.72 0.87 2.20
H 1.83 -1.75 1.90
H 1.53 -4.25 -1.43
H 2.51 -4.04 2.35
H 2.62 -5.15 0.99
H -1.11 0.09 -1.41
H 0.26 0.78 -2.08
*
```


7.
Molecular formula: C14H18N2O6
Method: DFT, wB97M-V/def2-TZVPD

Output
**E_HOMO**: -9.18 eV
**Relative energy (zero: lowest compared OMol25 entry of this formula, charge and spin)**: 100.3 kcal per mole
**Energy**: -30072.3434 eV
**Kohn-Sham gap**: 0.3477 hartree

Structure (ORCA input):
```
! wB97M-V def2-TZVPD RIJCOSX def2/J DEFGRID3
* xyz 0 1
N -0.46 -0.98 1.79
C 0.01 -0.85 0.38
C -0.10 -2.00 -0.66
C 0.34 -3.35 0.00
C 1.66 -3.68 -0.09
C 2.22 -4.95 0.29
C 1.44 -5.97 0.87
O 2.10 -7.18 1.04
C 0.03 -5.58 0.97
C -0.49 -4.38 0.47
C -0.36 0.57 -0.18
O -0.36 0.78 -1.42
N -0.67 1.54 0.68
C -0.83 3.00 0.24
C 0.49 3.63 -0.25
C 0.57 5.14 -0.24
C -0.49 5.92 -1.27
O -0.92 7.06 -1.10
O -0.74 5.18 -2.34
C -2.07 3.33 -0.53
O -2.77 4.17 -0.02
O -2.29 2.80 -1.83
H -0.05 -1.95 2.01
H -1.51 -1.23 1.67
H 1.16 -0.99 0.53
H 0.70 -1.56 -1.44
H -1.17 -2.15 -1.15
H 2.24 -3.00 -0.66
H 3.44 -5.01 0.29
H 1.58 -7.70 1.89
H -0.53 -6.25 1.67
H -1.66 -4.50 0.64
H -0.62 1.31 1.72
H -1.16 3.59 1.16
H 0.81 3.05 -1.16
H 1.22 3.26 0.42
H 0.56 5.54 0.93
H 1.61 5.44 -0.61
H -1.30 5.85 -2.91
H -1.65 2.09 -1.81
*
```


8.
Molecular formula: C22H41BF3N2O7P
Method: DFT, wB97M-V/def2-TZVPD

Output
**E_HOMO**: -9.59 eV
**Energy**: -58909.6941 eV
**Kohn-Sham gap**: 0.3526 hartree

Structure (ORCA input):
```
! wB97M-V def2-TZVPD RIJCOSX def2/J DEFGRID3
* xyz 0 1
C 6.10 -1.60 0.26
C 5.45 -0.27 0.53
O 4.01 -0.35 0.37
P 3.43 1.02 -0.23
O 3.88 2.15 0.58
C 1.61 0.98 -0.13
C 0.96 1.06 -1.52
C -0.49 0.56 -1.60
C -1.00 1.14 -2.86
N -1.39 1.63 -3.85
C -0.62 -0.97 -1.79
C 0.42 -1.81 -1.04
C 0.35 -3.20 -1.59
F 0.11 -3.36 -2.90
C 0.51 -4.30 -0.87
F -0.03 -5.45 -1.16
F 1.27 -4.31 0.19
C -1.43 1.12 -0.45
O -1.09 2.45 -0.13
C -2.80 1.21 -1.02
N -3.89 1.29 -1.41
B -1.58 0.15 0.82
O -2.52 -0.87 0.70
C -0.77 0.25 2.15
C -0.21 -1.11 2.62
O 3.93 1.27 -1.74
C 4.12 0.10 -2.58
C 5.45 0.23 -3.27
H 7.12 -1.51 0.62
H 5.65 -2.42 0.82
H 6.17 -1.85 -0.79
H 5.89 0.46 -0.15
H 5.68 0.04 1.54
H 1.28 0.12 0.43
H 1.32 1.85 0.43
H 1.51 0.51 -2.28
H 0.95 2.10 -1.83
H -1.63 -1.32 -1.59
H -0.47 -1.15 -2.84
H 1.44 -1.46 -1.19
H 0.15 -1.90 0.01
H -0.69 2.50 0.74
H -3.42 -0.53 0.84
H -1.50 0.59 2.90
H -0.01 1.02 2.15
H -0.28 -1.21 3.70
H 0.82 -1.19 2.28
H -0.75 -1.94 2.19
H 3.35 0.14 -3.35
H 3.98 -0.84 -2.05
H 6.29 0.04 -2.62
H 5.51 -0.36 -4.17
H 5.53 1.26 -3.58
C -2.53 5.07 0.57
C -3.04 5.56 1.92
C -3.13 7.07 1.98
O -2.17 5.08 2.95
H -1.53 5.46 0.37
H -2.48 3.99 0.56
H -3.19 5.40 -0.24
H -4.02 5.13 2.12
H -2.14 7.52 1.82
H -3.49 7.40 2.95
H -3.80 7.46 1.21
H -1.30 5.46 2.80
C -2.71 -5.02 0.39
C -3.68 -4.50 1.43
C -5.03 -4.16 0.81
O -3.14 -3.34 2.07
H -2.52 -4.27 -0.38
H -1.75 -5.25 0.85
H -3.09 -5.93 -0.09
H -3.82 -5.25 2.22
H -4.92 -3.38 0.06
H -5.72 -3.78 1.57
H -5.48 -5.03 0.34
H -3.01 -2.66 1.40
*
```


9.
Molecular formula: C4H8O3
Method: DFT, wB97M-V/def2-TZVPD

Output
**E_HOMO**: -9.85 eV
**Relative energy (zero: lowest compared OMol25 entry of this formula, charge and spin)**: 36.9 kcal per mole
**Energy**: -10419.4026 eV
**Kohn-Sham gap**: 0.3877 hartree

Structure (ORCA input):
```
! wB97M-V def2-TZVPD RIJCOSX def2/J DEFGRID3
* xyz 0 1
C -0.30 -0.47 -0.38
C -1.21 -1.23 0.51
C 0.99 -1.10 -0.80
C 0.33 1.78 0.42
O 0.42 0.65 0.99
O 0.66 2.85 1.19
O -0.10 1.94 -0.73
H 0.51 3.65 0.67
H -0.83 -0.03 -1.22
H -0.68 -1.66 1.36
H 1.62 -0.36 -1.30
H -1.68 -2.03 -0.09
H -2.02 -0.60 0.87
H 0.76 -1.88 -1.53
H 1.52 -1.51 0.05
*
```


10.
Molecular formula: C3H10N2O
Method: DFT, wB97M-V/def2-TZVPD

Output
**E_HOMO**: -9.44 eV
**Relative energy (zero: lowest compared OMol25 entry of this formula, charge and spin)**: 62.6 kcal per mole
**Energy**: -8298.7913 eV
**Kohn-Sham gap**: 0.3784 hartree

Structure (ORCA input):
```
! wB97M-V def2-TZVPD RIJCOSX def2/J DEFGRID3
* xyz 0 1
C -1.14 1.21 -1.01
C -0.75 0.38 0.44
O -0.12 1.21 1.34
N -0.06 -0.72 -0.10
C 1.33 -0.51 -0.48
N -0.17 -1.74 1.14
H -1.93 1.90 -0.71
H -1.51 0.54 -1.77
H -0.27 1.76 -1.34
H -1.70 0.06 0.87
H 0.68 1.58 0.94
H 1.96 -0.10 0.32
H 1.37 0.16 -1.35
H 1.74 -1.47 -0.78
H 0.63 -1.63 1.78
H -0.07 -2.65 0.70
*
```